DFT (ωB97M-V/def2-TZVPD) results for a structure of composition C18H53BaFeNO19P in a non-equilibrium geometry.

CARTESIAN COORDINATES (ANGSTROEM)
Ba: -13.7135 2.9135 14.9928
Fe: -7.0515 -0.5454 14.8956
P: -10.2601 0.6086 14.9032
O: -9.9342 6.8405 16.9771
O: -5.3641 -2.9603 14.7367
O: -5.9204 0.9594 12.4506
O: -15.8383 2.1571 18.2866
O: -9.3923 2.5718 10.1518
O: -11.4063 0.5056 15.9264
O: -4.6206 0.9066 14.7655
O: -9.5760 -0.7320 14.4195
O: -13.3186 0.2275 11.7456
O: -13.3756 -2.6679 15.8769
O: -10.5049 1.1603 19.9788
O: -10.4938 1.5690 13.7074
O: -11.2139 4.6854 11.5691
O: -9.8244 2.0243 22.5906
O: -15.3482 0.9080 20.8620
O: -8.5692 4.5371 17.4213
O: -10.6584 -3.2710 16.9841
O: -8.9658 1.1716 15.5608
O: -11.3277 -1.9140 11.2038
N: -6.4420 -2.2040 17.0950
C: -10.6293 0.2220 21.0540
C: -5.3504 -3.9582 15.8576
C: -11.6328 -4.1953 16.6537
C: -9.4240 3.9983 9.9312
C: -4.4716 -3.2289 13.6690
C: -16.3309 0.8952 18.7028
C: -7.9054 5.4821 16.6740
C: -3.9696 1.6562 13.7568
C: -10.7408 0.8950 22.4195
C: -13.2590 -0.7310 10.7327
C: -8.9253 6.4664 16.0108
C: -13.0836 -3.7288 16.7409
C: -10.9096 4.6150 10.1676
C: -12.7500 -2.1163 11.1210
C: -5.4041 -3.1991 17.1981
C: -15.3506 0.1479 19.6103
C: -5.7305 -4.1267 18.4237
C: -4.9334 1.9837 12.5566
H: -12.6788 -2.0397 16.0803
H: -4.6492 -4.2271 13.2688
H: -14.3640 0.0520 19.1571
H: -10.9806 5.6625 9.8748
H: -7.3119 5.0898 15.8481
H: -3.7326 2.5636 14.3122
H: -12.4278 0.5763 11.8256
H: -12.6866 -0.4418 9.8514
H: -7.2182 6.0509 17.3003
H: -4.1865 1.0868 15.6026
H: -17.2661 1.0640 19.2367
H: -11.5147 3.9902 9.5106
H: -13.8376 -4.5037 16.6029
H: -6.7209 -4.5784 18.3666
H: -11.4273 -0.5182 20.9957
H: -8.6317 4.4839 10.5009
H: -2.9938 1.2766 13.4540
H: -14.3237 -0.8642 10.5409
H: -5.8182 -3.4516 19.2749
H: -9.2045 4.1314 8.8719
H: -10.7086 -2.6951 16.2176
H: -6.2398 -4.5597 15.6699
H: -5.0548 -4.9685 18.5749
H: -16.3700 0.3112 17.7833
H: -14.8912 1.7371 20.7026
H: -9.7862 2.4155 11.0132
H: -6.6525 1.4118 12.0251
H: -9.4968 2.0321 23.4930
H: -4.5137 -4.6518 15.9416
H: -4.5020 -2.5895 17.2503
H: -11.7064 1.3971 22.4803
H: -13.0256 -2.2756 12.1634
H: -10.9192 0.8670 19.1640
H: -15.3326 2.3868 19.0696
H: -11.5166 -4.4710 15.6056
H: -3.4071 -3.1067 13.8686
H: -4.8146 -2.5581 12.8813
H: -9.4447 5.9425 15.2084
H: -13.3170 -3.4249 17.7613
H: -11.0505 -1.6463 12.0830
H: -8.4004 7.3087 15.5600
H: -4.3860 2.0349 11.6155
H: -12.9915 -2.9760 10.4958
H: -11.5106 -5.0636 17.3012
H: -6.3921 -1.6231 17.9198
H: -8.6017 3.7759 16.8373
H: -10.6696 0.2009 23.2569
H: -7.3466 -2.6485 17.1600
H: -5.3606 2.9683 12.7470
H: -10.5530 6.1065 16.9709
H: -15.5447 -0.9091 19.7923
H: -10.8154 3.8974 11.9459
H: -9.7167 -0.3670 21.1458

Calculated values
Multiplicity   5
DFT total energy   -104274.787 eV
Total charge   +1
<S²>   6.01
Largest force on an atom   3.418 eV Å⁻¹
E_LUMO (alpha / beta)   -4.7 / -4.7 eV
Energy above the lowest of the compared OMol25 structures with the same formula, charge and spin   814.6 kJ/mol

DFT (ωB97M-V/def2-TZVPD) results for a structure of composition C18H53FInNO18PS6.

CARTESIAN COORDINATES (ANGSTROEM)
In: -3.5300 0.3582 4.8422
S: 0.2477 -2.2108 2.6237
S: 2.0099 3.3500 4.1207
S: 2.8765 -1.9147 -2.7066
S: 4.3863 1.0063 -7.8862
S: 1.3405 2.6100 -2.9141
S: -8.3804 -3.7070 3.0449
P: -3.8946 -2.0942 5.5312
F: -2.2032 1.0669 6.2077
O: -8.4375 -2.5085 2.0035
O: 1.0914 3.8862 3.1573
O: 3.0099 1.2610 -8.2055
O: 0.2214 1.7249 -3.0664
O: 2.0735 1.9305 4.2939
O: 3.0608 -3.3332 -2.8018
O: 1.9768 -1.3983 -1.7208
O: 1.1509 3.4862 -1.6216
O: 1.8290 4.0842 5.4985
O: 0.8537 -1.1131 3.5921
O: 0.9973 -3.4315 2.7157
O: 4.9369 -0.1155 -8.8655
O: -8.9662 -4.8838 2.4695
O: 2.6567 2.0352 -2.9544
O: 2.5062 -1.3485 -4.1426
O: 5.2869 2.1203 -7.8533
O: -7.0568 -3.7817 3.5812
O: -1.1694 -2.2430 2.8230
N: -4.2086 -2.3589 7.0838
C: 1.2447 3.9049 -4.1005
C: 1.3283 -1.9043 -4.8176
C: -7.2662 -3.3950 0.0165
C: -9.4786 -3.0328 4.2399
C: 5.5664 1.0938 -10.9268
C: 3.6356 3.9415 3.7750
C: 2.0870 2.1729 0.2453
C: 4.6783 0.0528 -10.2876
C: 0.5687 -2.1075 5.8403
C: -7.2925 -2.3582 1.1137
C: 0.0526 2.9429 6.8251
C: 0.2299 -0.9689 4.9105
C: 0.5058 4.1980 6.1284
C: 0.6027 -1.3866 1.1156
C: 0.0505 -1.3716 -4.2142
C: 4.5057 0.0945 -6.3939
C: 0.8594 2.8109 -0.3509
C: 4.4224 -1.0968 -2.5372
H: -4.8994 -2.6071 4.6650
H: -0.8444 -0.8615 4.7594
H: -2.8491 -2.8859 4.9858
H: 0.1118 -0.2849 -4.1672
H: 0.6209 -0.0134 5.2516
H: 0.1403 -3.0501 5.5016
H: 1.8258 1.8148 1.2422
H: 5.5387 -0.2200 -6.2640
H: 2.8913 2.9043 0.3387
H: 5.1079 -1.4665 -3.2954
H: 4.7835 -1.3437 -1.5400
H: 3.9485 3.4529 2.8548
H: -7.4237 -1.3510 0.7222
H: 1.6493 -2.2288 5.9319
H: 0.0537 2.0985 -0.5269
H: -8.2019 -3.3916 -0.5440
H: 0.3112 -2.0393 0.2961
H: 5.3524 2.0924 -10.5501
H: 3.6190 0.2809 -10.4095
H: 0.4817 3.6230 0.2661
H: 4.8698 -0.9426 -10.6847
H: -0.2287 2.1372 6.1489
H: 4.2001 0.7691 -5.5948
H: 2.0124 4.6403 -3.8728
H: -5.0453 1.2130 5.0081
H: -6.3901 -2.3788 1.7247
H: 1.4100 -2.9917 -4.8123
H: -2.7549 0.5295 3.2844
H: 2.4393 1.3341 -0.3531
H: 0.6917 5.0083 6.8321
H: -6.4485 -3.1487 -0.6630
H: 6.6174 0.8707 -10.7417
H: 0.1555 -1.8697 6.8223
H: -7.1021 -4.3956 0.4135
H: 0.8326 2.5900 7.5023
H: 1.6672 -1.1783 1.0541
H: 1.4602 -1.5452 -5.8380
H: -3.6228 -3.0742 7.4858
H: -9.5895 -3.7944 5.0098
H: 3.6003 5.0205 3.6491
H: -0.8050 -1.6610 -4.8270
H: -9.0257 -2.1351 4.6528
H: -10.4321 -2.8243 3.7613
H: 4.2882 3.6571 4.5965
H: 4.2480 -0.0253 -2.6236
H: -0.1013 -1.7407 -3.2035
H: -0.8438 3.1727 7.4025
H: 3.8346 -0.7575 -6.4461
H: 5.3908 1.0771 -12.0039
H: 1.4309 3.4443 -5.0695
H: -0.2018 4.5451 5.3746
H: 0.2503 4.3412 -4.0632
H: 0.0089 -0.4774 1.1243

Calculated values
Multiplicity   1
DFT total energy   -140060.495 eV
Total charge   -1
Largest force on an atom   0.437 eV Å⁻¹
E_LUMO   1.5 eV

DFT (ωB97M-V/def2-TZVPD) results for a cluster of 10 separate species, C18H53N11O15 in total in a non-equilibrium geometry.

CARTESIAN COORDINATES (ANGSTROEM)
O: -7.2093 -2.6625 0.1236
O: 0.0024 -0.3628 -1.3832
O: -1.0630 -5.9883 2.0678
O: 2.0524 -4.2605 -0.2033
O: 2.9850 -0.7514 2.0375
O: 0.1527 1.9584 -4.8517
O: -1.1890 -1.8850 -0.4339
O: 4.0270 -1.3054 -3.6136
O: -6.1537 -1.4388 -1.4432
O: 0.5898 -1.1316 0.5512
O: -4.5624 1.7535 -2.6035
O: -3.5511 -0.8540 3.9515
O: 2.6040 2.8058 -0.6883
O: -3.4471 2.6207 1.3759
O: 7.0313 4.2677 1.2304
N: -0.6497 -0.0841 -4.2273
N: -0.3230 -3.8486 1.8468
N: -3.6131 -0.2888 -2.1362
N: -2.3381 1.6271 -2.1476
N: -0.2043 -1.1065 -0.4121
N: -1.2667 0.8796 -6.2461
N: 4.1641 -3.4450 -2.8085
N: -1.6390 0.9828 2.9565
N: 2.6299 -1.9687 -1.9460
N: -1.9992 -4.5953 0.4919
N: 5.2574 2.4037 -0.0864
C: -2.4700 -1.3405 3.1397
C: 3.6199 -2.1733 -2.8533
C: -3.5979 1.0610 -2.3194
C: 6.7856 2.9614 1.7353
C: 5.4446 2.3667 1.3510
C: -4.7220 -1.6145 3.8370
C: 1.2309 3.0041 -0.6753
C: -1.3049 -0.4005 3.3621
C: 2.9569 1.4677 -0.3970
C: -1.1444 -4.9036 1.5042
C: -6.2122 -2.3277 -0.5539
C: -0.5027 0.9587 -5.0890
C: -4.9181 -3.1028 -0.2201
C: 4.4681 1.3081 -0.6209
C: -1.6291 1.1226 1.4979
C: -2.0569 2.4927 1.0665
C: 6.0693 5.2079 1.6110
C: -3.9687 3.8292 0.9037
H: -2.2327 -2.3402 3.5287
H: 1.0028 4.0757 -0.7178
H: 0.6783 2.5315 -1.4945
H: 2.7561 1.2017 0.6426
H: -1.6105 0.9699 -1.9173
H: 4.8722 3.2768 -0.4155
H: -2.5955 1.1439 3.2630
H: 6.9362 2.9767 2.8244
H: 3.5522 -1.5229 1.9464
H: -0.9158 1.4972 -6.9547
H: 4.6326 1.1974 -1.6961
H: -1.8590 0.1062 -6.4785
H: 3.6006 -4.1477 -2.3642
H: 6.3237 6.1716 1.1760
H: -4.5254 -0.7537 -1.9911
H: 5.4039 1.3302 1.6900
H: -2.5458 -5.3278 0.0835
H: 2.2508 -0.9271 1.4323
H: -0.6175 0.8997 1.1450
H: 6.0076 5.3507 2.7023
H: -0.2575 -0.0734 -3.3003
H: 0.3649 -4.0659 2.5430
H: -2.8158 -1.3749 2.1030
H: -0.4287 -0.7171 2.8013
H: -1.1454 -0.3342 4.4402
H: 4.6015 2.8506 1.8681
H: 2.5506 -4.7039 0.4883
H: -4.8595 -2.2919 4.6876
H: 7.5529 2.3461 1.2626
H: -4.0338 -2.7212 -0.7380
H: 2.4502 0.8109 -1.1118
H: -1.0325 -0.9452 -4.5706
H: 1.1990 -4.0507 0.2134
H: 2.1524 -1.0811 -1.9722
H: -2.1623 2.6038 -2.2520
H: -1.8111 -3.7238 0.0140
H: 0.7741 2.6925 0.2775
H: 4.9143 -3.6369 -3.4406
H: -1.5241 3.3034 1.5853
H: 2.2579 -2.6457 -1.2929
H: -2.8376 -0.7847 -1.7257
H: 4.7881 0.3843 -0.1390
H: -2.2904 0.4078 0.9837
H: -5.5834 -0.9391 3.8131
H: -0.4398 -2.9156 1.4763
H: -3.8881 3.9109 -0.1852
H: -4.7492 -3.0034 0.8517
H: 5.0681 4.9039 1.2855
H: -5.0295 -4.1508 -0.5050
H: -5.0332 3.8562 1.1510
H: -1.9116 2.6294 -0.0124
H: -3.5137 4.6932 1.4100
H: -4.7773 -2.1826 2.9039

Calculated values
Multiplicity   1
DFT total energy   -66631.758 eV
Total charge   -2
Largest force on an atom   1.566 eV Å⁻¹
E_LUMO   3.7 eV